[1]
C55H46ClN4O6P2RuS2 as an isolated structure at a distorted geometry, computed with ωB97M-V/def2-TZVPD.

Properties
* orbital gap (spin up / spin down): 6.6 / 7.4 eV
* <S²>: 0.775
* 2S+1: 2

CARTESIAN COORDINATES (ANGSTROEM)
Ru  -0.438  -0.148  0.111
Cl  3.108  -1.671  4.522
S  -2.497  -3.767  4.237
S  -0.596  -2.617  0.738
P  1.794  -1.302  -0.971
P  -2.108  1.301  -1.039
O  -3.686  -4.557  4.197
O  -1.757  -2.531  -3.100
O  -2.638  -0.069  0.745
O  -2.295  -2.874  5.345
O  0.894  1.572  -1.768
O  -4.727  0.091  1.486
N  -0.559  -0.814  -1.955
N  1.590  0.412  1.535
N  -0.688  1.120  2.645
N  -2.300  -2.910  2.823
C  1.999  -2.524  -3.525
C  1.347  -4.797  -3.986
C  0.704  3.466  -3.245
C  -3.010  0.469  3.104
C  -4.654  2.233  -0.262
C  -4.011  -0.021  -4.446
C  4.680  0.604  -3.153
C  -1.186  -1.698  -2.492
C  2.664  0.005  -1.944
C  3.950  -0.295  -2.400
C  2.209  1.587  1.661
C  -3.286  2.472  -0.283
C  -0.557  -5.814  4.802
C  -5.029  4.398  0.727
C  -1.452  4.532  -3.488
C  1.325  -5.912  3.286
C  3.126  1.846  2.664
C  2.905  4.628  -2.995
C  0.986  -4.957  -2.658
C  -1.247  2.543  -2.119
C  4.096  1.805  -3.511
C  4.673  -3.631  0.929
C  3.257  -1.882  0.026
C  -2.007  1.598  3.113
C  0.124  2.525  -2.397
C  -3.168  0.664  -3.579
C  5.473  -2.690  1.554
C  -3.659  4.635  0.731
C  1.142  -3.909  -1.762
C  2.113  1.240  -2.297
C  2.780  -0.369  3.444
C  4.079  -0.946  0.662
C  1.850  -3.578  -4.415
C  -4.836  -1.331  -2.620
C  -1.188  -3.216  2.248
C  -1.044  -4.772  4.043
C  1.883  -0.557  2.405
C  -2.016  3.562  -2.682
C  1.664  -2.682  -2.181
C  2.300  3.470  -5.155
C  2.178  3.424  -3.616
C  -3.522  0.123  1.697
C  -0.393  -4.303  2.919
C  -4.004  -0.648  -1.745
C  0.644  -6.391  4.401
C  -4.847  -1.019  -3.970
C  3.412  0.851  3.586
C  -2.796  3.674  0.237
C  0.816  -4.858  2.534
C  5.171  -1.341  1.418
C  2.806  2.130  -3.119
C  -3.168  0.370  -2.214
C  -5.520  3.196  0.242
C  3.570  -3.233  0.179
C  -0.101  4.471  -3.766
H  0.830  -4.038  -0.734
H  -5.052  1.295  -0.619
H  -2.344  2.403  2.477
H  6.335  -3.003  2.133
H  3.612  2.811  2.724
H  -1.727  3.864  0.227
H  -2.540  -0.408  3.533
H  -2.509  1.417  -3.984
H  -6.584  2.996  0.258
H  4.116  1.011  4.394
H  -5.709  5.154  1.101
H  1.340  -4.472  1.668
H  1.051  -7.224  4.961
H  4.661  2.504  -4.117
H  2.115  -3.437  -5.456
H  1.865  4.384  -5.560
H  1.779  2.616  -5.592
H  -5.484  -1.567  -4.656
H  1.387  -1.513  2.261
H  2.259  -6.379  2.995
H  3.891  0.112  0.525
H  2.814  4.607  -1.907
H  -0.031  1.886  2.646
H  3.343  3.434  -5.469
H  5.686  0.361  -3.476
H  -5.468  -2.125  -2.240
H  4.378  -1.259  -2.163
H  2.357  -1.572  -3.892
H  -3.882  0.718  3.704
H  3.967  4.611  -3.251
H  -1.094  -6.175  5.671
H  -0.358  0.438  3.312
H  2.972  -3.987  -0.312
H  0.342  5.228  -4.403
H  1.215  -5.610  -4.690
H  -1.920  1.994  4.127
H  2.479  5.566  -3.358
H  0.561  -5.893  -2.317
H  1.960  2.339  0.918
H  -2.064  5.323  -3.904
H  4.908  -4.686  1.012
H  5.792  -0.592  1.897
H  -3.999  0.230  -5.500
H  -3.082  3.578  -2.496
H  -3.270  5.569  1.119
H  -4.004  -0.897  -0.693

[2]
C55H49N5OP4Ti as an isolated structure at a distorted geometry, computed with ωB97M-V/def2-TZVPD.

Properties
* orbital gap (spin up / spin down): 7.0 / 8.8 eV
* <S²>: 2.007
* 2S+1: 3

CARTESIAN COORDINATES (ANGSTROEM)
Ti  0.146  -0.277  -0.940
P  -1.676  -0.792  0.791
P  2.878  -0.181  -2.274
P  -2.022  2.116  1.100
P  2.060  -0.210  0.872
O  -2.012  2.321  -3.577
N  -1.098  -4.148  -2.048
N  -2.574  0.522  1.445
N  -0.896  1.202  -1.801
N  0.121  -2.289  -1.062
N  -2.127  -4.581  -4.253
C  -3.088  4.576  4.897
C  2.267  1.637  0.644
C  -0.468  -3.153  -1.614
C  6.491  -1.477  1.319
C  -4.004  -2.090  -2.330
C  4.144  0.586  -4.724
C  -1.614  -2.484  4.549
C  0.767  0.705  3.188
C  -4.763  2.447  -1.946
C  4.680  0.011  1.860
C  2.065  -1.286  3.484
C  -1.458  1.764  -2.694
C  1.577  -0.718  -3.455
C  -4.272  4.665  -1.172
C  5.560  -0.267  -2.984
C  -4.937  3.819  -2.050
C  -1.795  -1.581  3.507
C  -1.080  -3.738  4.302
C  0.459  0.714  4.541
C  -0.141  -0.367  -5.122
C  0.953  -0.282  5.369
C  -3.924  0.302  1.983
C  -2.935  -1.712  -0.190
C  6.674  -0.082  -3.795
C  -3.928  1.922  -0.969
C  -1.773  4.351  4.525
C  -0.196  -1.730  -5.362
C  -3.082  -1.414  -1.547
C  -3.442  4.140  -0.194
C  -1.493  3.598  3.390
C  -4.121  4.059  4.122
C  -0.712  -4.085  3.008
C  -3.736  -2.711  0.359
C  6.008  -0.362  1.994
C  -4.659  -3.392  -0.424
C  4.287  0.070  -3.437
C  4.307  -1.841  0.384
C  2.432  1.594  -1.919
C  -3.835  3.314  2.989
C  -3.268  2.760  -0.076
C  1.600  -0.270  2.652
C  -4.791  -3.087  -1.770
C  5.634  -2.226  0.528
C  -2.514  3.051  2.616
C  1.740  -1.293  4.832
C  6.521  0.437  -5.070
C  3.075  2.053  -0.599
C  1.537  -2.087  -3.740
C  0.756  0.137  -4.186
C  3.822  -0.711  1.032
C  -1.459  -1.930  2.206
C  5.252  0.771  -5.534
C  -1.630  -4.342  -3.236
C  0.665  -2.591  -4.686
C  -0.896  -3.188  1.969
H  -1.887  -2.198  5.557
H  5.996  -3.110  0.018
H  3.640  -2.428  -0.235
H  -4.670  0.860  1.415
H  -5.488  -3.637  -2.388
H  0.359  1.472  2.543
H  -0.792  0.313  -5.657
H  7.657  -0.351  -3.430
H  0.716  -0.280  6.425
H  5.682  -0.672  -1.985
H  -5.151  4.250  4.395
H  4.310  0.858  2.424
H  -0.461  3.449  3.096
H  0.806  1.207  -4.033
H  -0.172  1.498  4.942
H  -2.466  -0.649  -2.004
H  -3.778  0.850  -0.915
H  4.098  1.671  -0.524
H  -4.092  -1.856  -3.383
H  5.129  1.173  -6.531
H  2.718  2.051  1.546
H  3.145  3.143  -0.596
H  -0.609  -3.469  0.966
H  2.190  -2.761  -3.196
H  -5.267  1.781  -2.635
H  -3.982  0.618  3.026
H  -4.188  -0.750  1.931
H  2.697  -2.071  3.085
H  7.385  0.579  -5.707
H  -3.312  5.167  5.776
H  -5.576  4.228  -2.821
H  -4.394  5.737  -1.254
H  -5.263  -4.173  0.018
H  -0.962  4.769  5.109
H  6.664  0.211  2.636
H  -0.283  -5.059  2.806
H  3.160  0.835  -5.105
H  1.257  2.058  0.561
H  -3.622  -2.987  1.401
H  -0.945  -4.441  5.114
H  0.631  -3.654  -4.886
H  2.114  -2.085  5.469
H  1.347  1.709  -1.824
H  -2.926  4.809  0.486
H  2.746  2.213  -2.760
H  7.530  -1.763  1.419
H  -2.191  -0.598  3.720
H  -0.905  -2.131  -6.074
H  -4.651  2.949  2.377

- Among the records above, which one has the highest <S²>?
  C55H49N5OP4Ti

- The lowest 2S+1 belongs to which entry?
  C55H46ClN4O6P2RuS2

- Among the records above, which one has the lowest 2S+1?
  C55H46ClN4O6P2RuS2

- <S²> of number 1 (C55H46ClN4O6P2RuS2)?
  0.775